{"formula": "C23H39FGeI2MoNO9", "method": "ωB97M-V/def2-TZVPD", "species": ["H", "C", "H", "H", "H", "C", "H", "H", "O", "H", "O", "C", "C", "I", "O", "O", "H", "H", "H", "C", "C", "C", "H", "H", "H", "F", "H", "H", "H", "N", "C", "H", "H", "C", "O", "H", "H", "H", "H", "I", "H", "C", "H", "C", "H", "C", "C", "H", "O", "H", "H", "C", "O", "Mo", "H", "H", "H", "C", "C", "O", "C", "H", "Ge", "H", "H", "C", "C", "C", "H", "H", "O", "C", "H", "C", "H", "C", "H"], "xyz": [[1.825, -0.088, -3.618], [-5.142, -5.628, 0.296], [-1.242, 3.541, 0.529], [-0.238, -1.592, 3.933], [0.703, -1.336, -5.323], [2.050, -2.556, 1.519], [-1.662, 2.276, 2.603], [4.962, 3.953, -3.783], [-4.353, -5.374, -0.869], [0.841, 3.848, -0.626], [1.008, -0.393, 1.928], [-3.491, -4.380, -0.551], [-2.537, -3.801, -1.334], [4.519, 1.447, -3.008], [-1.189, 0.723, -2.880], [0.094, -1.284, -0.975], [2.230, 5.123, 1.789], [0.612, -3.134, 3.895], [3.338, -0.723, 3.153], [-1.762, -2.781, -0.738], [1.911, 3.683, -0.503], [3.719, 2.856, 1.025], [-4.194, 1.359, -0.082], [2.418, 4.636, -0.659], [1.308, -2.782, 0.753], [2.459, -0.168, -0.335], [-0.143, -1.573, -3.820], [-0.723, -0.550, -5.059], [2.956, -2.182, 4.050], [0.136, -0.874, -4.615], [-2.970, -2.983, 1.364], [-0.445, -2.705, 2.556], [1.053, 1.066, -4.704], [-3.261, 0.795, -0.108], [0.720, 1.208, -1.809], [-1.383, -1.595, 0.999], [-2.957, 3.535, 0.108], [4.315, 3.756, 0.869], [-6.192, -5.441, 0.079], [2.401, 3.912, -4.500], [-3.429, -0.166, 0.373], [2.247, 3.188, 0.883], [2.260, 2.992, -1.267], [0.008, 0.767, -2.852], [-1.776, 2.908, -1.049], [2.520, -1.281, 3.620], [0.267, -2.304, 3.277], [-2.371, -4.107, -2.356], [-0.904, 0.910, 0.394], [2.920, -2.098, 1.054], [-2.982, 0.642, -1.149], [-3.707, -3.982, 0.770], [-0.643, -2.376, -2.759], [0.692, 0.346, -0.097], [2.102, -0.714, 4.457], [-3.153, -2.686, 2.387], [-4.970, -6.646, 0.643], [-2.400, 1.633, 2.116], [0.866, 0.258, -3.996], [1.516, 1.879, 1.101], [1.463, -1.671, 2.596], [0.683, 4.289, 1.908], [1.215, 1.220, 2.820], [-2.352, 0.626, 2.535], [3.946, 2.481, 2.027], [-1.983, -2.389, 0.578], [-0.745, -2.122, -1.558], [-2.022, 2.983, 0.010], [2.356, -3.498, 1.975], [2.051, 3.838, 2.961], [-4.699, -4.704, 1.310], [-2.200, 1.603, 0.613], [4.019, 2.112, 0.287], [4.372, 3.170, -4.241], [4.760, 2.909, -5.217], [1.765, 4.151, 1.953], [-3.385, 2.042, 2.343]], "homo_lumo_gap_ha": [0.2184, 0.2137], "e_homo_ev": [-13.0, -13.0], "spin_multiplicity": 2, "relative_energy_kcal_mol": 0.0, "largest_force_ev_per_a": 0.61, "e_tot_ev": -121681.7914, "s2": 0.755, "charge": 2}

{"formula": "H3NO2Si", "method": "ωB97M-V/def2-TZVPD", "species": ["H", "Si", "H", "N", "O", "O", "H"], "xyz": [[-1.763, 0.782, 0.404], [-0.702, 0.109, -0.144], [-1.122, -1.544, 1.045], [1.106, 0.297, 0.059], [1.615, 0.843, 1.012], [1.714, -0.405, -0.715], [-0.847, -0.083, -1.662]], "homo_lumo_gap_ha": 0.3663, "e_homo_ev": -10.8, "spin_multiplicity": 1, "relative_energy_kcal_mol": 53.8, "largest_force_ev_per_a": 4.98, "e_tot_ev": -13505.9495}

{"formula": "C42H31F9IrOSeSi", "method": "ωB97M-V/def2-TZVPD", "species": ["F", "F", "H", "F", "C", "C", "H", "C", "H", "H", "H", "H", "C", "F", "H", "Ir", "C", "C", "H", "H", "C", "C", "H", "C", "C", "F", "H", "C", "H", "H", "H", "H", "H", "C", "H", "C", "C", "H", "C", "C", "H", "C", "C", "C", "C", "C", "C", "C", "C", "C", "H", "C", "C", "F", "H", "C", "C", "C", "H", "H", "C", "C", "C", "C", "O", "Si", "H", "C", "C", "H", "C", "H", "C", "Se", "F", "F", "C", "H", "H", "H", "C", "C", "F", "C", "H", "H"], "xyz": [[-0.789, -3.220, 2.650], [2.208, -2.908, 2.076], [-7.225, 0.228, 1.654], [0.287, -5.991, -0.233], [-1.296, 0.475, 0.618], [4.358, 2.845, 2.129], [2.806, 2.990, 0.678], [-2.170, 0.926, 4.974], [0.010, 0.647, -2.133], [5.084, -0.863, -1.039], [0.182, -1.243, 6.244], [0.779, -1.326, 3.836], [5.214, 2.056, 2.824], [1.029, -4.525, -1.637], [5.893, 2.458, 3.572], [0.226, -0.722, 0.285], [-0.914, -3.673, 1.374], [2.781, 2.487, -2.253], [4.227, -0.976, 1.597], [-2.153, 5.178, -1.964], [-7.315, 1.051, -1.672], [-6.459, 0.070, -2.154], [-0.057, 4.903, -0.512], [-0.727, 3.996, -0.635], [3.062, -1.005, -1.727], [-1.374, -4.924, 1.485], [1.150, -1.765, -2.498], [0.007, -0.658, 4.146], [1.412, 3.278, -5.238], [-8.356, 1.682, 0.066], [-3.381, 2.975, -2.582], [-7.598, 1.925, -2.299], [3.264, 3.905, -3.860], [0.752, 1.227, -2.589], [3.551, 2.776, -1.586], [5.182, 0.678, 2.641], [-6.244, -0.886, 0.087], [-5.225, -1.691, -1.670], [-1.386, 0.235, 5.923], [3.418, 2.290, 1.227], [2.231, -3.275, -4.141], [5.041, -1.937, -2.799], [1.911, 1.494, -1.819], [2.645, 3.064, -3.511], [-0.614, 2.848, 0.129], [0.166, -4.676, -0.577], [2.873, -2.700, -3.480], [-0.456, 0.164, 1.731], [-5.948, -0.954, -1.265], [1.659, -3.997, 1.440], [-5.868, -1.781, 0.608], [4.419, -1.146, -1.842], [-2.599, 3.051, -1.830], [-1.916, -2.971, 0.697], [-3.026, 0.919, -1.406], [0.559, 1.867, -3.839], [-7.603, 1.011, -0.320], [-7.023, 0.142, 0.596], [4.781, -3.088, -4.579], [-2.129, -0.240, 0.471], [-1.854, 4.159, -1.575], [0.381, -3.694, 0.568], [-0.731, 0.140, 3.200], [4.241, -2.595, -3.720], [0.661, -2.529, -0.173], [2.304, 0.285, -0.481], [4.275, 3.907, 2.390], [-0.341, -0.611, 5.506], [2.266, -1.815, -2.594], [-2.250, 1.559, 2.842], [3.425, 0.904, 0.936], [-3.190, 1.270, 5.260], [-1.745, 1.044, 3.677], [-5.774, 0.080, -3.883], [1.467, -5.027, 2.352], [-1.061, -4.513, -1.073], [1.560, 2.705, -4.301], [-0.328, 1.723, -4.431], [5.793, 0.044, 3.262], [6.100, -1.946, -2.851], [-2.441, 1.815, -1.146], [4.298, 0.107, 1.686], [2.624, -4.514, 0.615], [-1.488, 1.749, -0.106], [0.139, 2.749, 0.936], [-1.645, 0.307, 7.036]], "homo_lumo_gap_ha": [0.1760, 0.1215], "e_homo_ev": [-4.9, -8.1], "spin_multiplicity": 6, "largest_force_ev_per_a": 6.56, "e_tot_ev": -146615.3905, "s2": 8.827}